Entry 1:
Computed, not measured: a cluster of 10 separate species, C30H36F8O30 in total at a distorted geometry, with ωB97M-V/def2-TZVPD.

Geometry as XYZ:
```
104
Properties=species:S:1:pos:R:3:forces:R:3
O 6.012 -4.561 10.137 -0.12 -1.29 4.34
C 6.046 -4.951 11.313 -0.05 3.19 -3.33
O 6.533 -6.065 11.765 0.55 -1.66 -0.58
C 6.092 -6.229 13.082 -0.15 -1.62 1.54
C 5.942 -4.828 13.592 0.25 -0.90 0.04
F 7.132 -4.343 14.039 0.43 0.19 0.62
O 5.648 -4.200 12.429 -1.09 1.62 -2.36
H 5.121 -6.723 13.086 -0.17 0.01 -0.12
H 6.764 -6.879 13.642 0.23 0.32 -0.14
H 5.165 -4.687 14.343 0.14 0.16 -0.03
O 18.903 -1.355 5.049 -1.44 2.03 -3.73
C 18.393 -0.767 4.076 1.30 -3.07 2.61
O 18.368 -1.132 2.799 1.27 -2.05 -1.08
C 17.646 -0.234 1.983 0.90 -0.19 -1.41
C 17.051 0.687 2.963 -0.37 0.00 0.29
F 15.739 0.376 3.077 -1.05 0.33 0.20
O 17.658 0.300 4.148 -0.91 3.33 2.22
H 18.304 0.271 1.276 0.35 -0.04 0.19
H 16.891 -0.725 1.367 -0.02 -0.31 0.40
H 17.160 1.752 2.758 -0.04 -0.05 0.33
O 12.058 7.569 4.386 -0.02 0.43 0.07
C 11.051 7.603 5.006 -0.29 -0.50 0.03
O 10.489 8.595 5.685 1.30 1.60 0.73
C 9.491 8.075 6.541 -0.64 0.97 1.00
C 9.035 6.906 5.754 0.38 0.51 1.62
F 8.166 7.399 4.874 -1.35 -0.36 -1.71
O 10.224 6.546 5.160 0.01 -2.43 -1.16
H 9.807 7.743 7.530 0.76 0.27 -0.02
H 8.759 8.873 6.669 -0.15 -0.31 -0.07
H 8.613 6.103 6.358 0.01 -0.22 -0.47
O 12.168 4.576 13.050 2.99 -1.53 1.45
C 13.142 3.861 13.349 -5.56 1.53 -1.06
O 14.154 3.688 12.599 3.36 0.40 -2.03
C 15.148 2.796 13.170 -2.35 -0.85 -0.07
C 14.216 2.058 14.225 1.45 1.86 0.36
F 14.845 2.071 15.430 0.18 -0.11 0.44
O 13.122 2.964 14.331 -0.02 -1.49 1.10
H 15.419 2.098 12.378 0.43 0.31 0.11
H 15.954 3.401 13.584 -0.03 -0.44 0.16
H 13.959 1.012 14.059 -0.49 0.29 -0.45
O 11.800 -5.192 9.693 0.25 -0.11 -0.78
C 11.842 -5.744 10.741 1.02 -0.17 -3.05
O 11.188 -5.394 11.762 -2.10 1.86 3.55
C 11.809 -5.958 12.925 -2.06 1.38 0.85
C 12.286 -7.227 12.346 1.39 1.46 0.53
F 11.241 -8.051 12.374 -0.85 -1.52 -0.46
O 12.589 -6.839 11.003 1.00 -1.76 1.10
H 12.407 -5.181 13.401 0.88 -0.46 -0.41
H 11.046 -6.180 13.670 -0.20 -0.01 -0.17
H 13.063 -7.596 13.016 0.68 -0.65 -1.14
O 17.422 -2.748 13.528 -0.73 -0.13 -4.30
C 17.198 -2.877 12.310 1.40 0.55 4.32
O 16.551 -3.883 11.769 0.18 -1.51 0.17
C 16.200 -3.519 10.428 -0.50 0.79 0.61
C 17.295 -2.499 10.110 -1.34 -1.60 -1.75
F 16.844 -1.494 9.315 0.06 0.06 0.22
O 17.635 -2.036 11.334 0.97 1.16 1.79
H 16.176 -4.357 9.732 -0.28 0.05 0.42
H 15.264 -3.025 10.689 -0.47 0.08 -1.58
H 18.079 -3.042 9.582 0.63 0.58 0.06
O 7.030 -3.229 2.219 1.61 1.16 1.76
C 7.543 -2.708 3.185 -1.72 -1.07 -1.04
O 8.606 -3.145 3.888 0.48 -0.37 -1.72
C 8.803 -2.382 5.041 -0.83 0.18 1.03
C 7.594 -1.461 5.052 -0.10 -0.73 1.54
F 7.983 -0.179 5.249 -0.10 0.47 -0.27
O 6.968 -1.656 3.852 -0.10 0.09 -1.30
H 8.724 -3.092 5.865 0.51 0.30 0.20
H 9.679 -1.735 5.086 0.37 -0.54 -0.37
H 6.894 -1.752 5.836 -0.11 0.49 0.21
O 6.013 4.918 11.278 0.81 0.66 2.21
C 6.476 5.552 12.200 -1.24 -0.64 -1.19
O 7.241 6.629 12.036 -0.37 0.48 -2.93
C 7.296 7.424 13.164 2.66 -0.32 0.64
C 7.202 6.318 14.200 -2.59 0.88 0.52
F 6.449 6.827 15.226 0.58 -0.39 0.64
O 6.303 5.391 13.544 0.80 -0.53 -0.31
H 8.288 7.864 13.064 0.03 0.21 0.66
H 6.590 8.247 13.282 -0.59 -0.53 -0.19
H 8.091 5.807 14.570 -0.04 0.16 -0.07
C 12.278 -1.372 19.252 1.15 -0.81 -0.60
O 11.125 -0.631 18.924 -0.23 0.63 -1.21
C 10.715 -0.672 17.625 0.49 -3.40 -0.80
O 11.115 -1.519 16.781 -1.06 3.20 2.37
O 9.696 0.172 17.539 0.00 0.43 -0.83
C 8.907 0.253 16.323 -0.09 -0.66 -0.23
H 12.552 -1.180 20.289 -0.43 -0.10 -0.12
H 13.143 -1.139 18.631 -0.04 0.73 -0.10
H 12.180 -2.430 19.007 -0.56 -0.16 0.54
H 7.965 -0.272 16.482 0.03 0.04 0.28
H 9.372 -0.236 15.467 0.40 0.08 0.26
H 8.675 1.287 16.066 0.37 0.01 0.42
C 13.542 2.502 7.530 0.96 -0.54 -1.28
O 12.209 2.248 7.905 -0.99 0.16 0.52
C 11.864 1.208 8.644 0.04 -2.48 2.54
O 12.513 0.172 8.861 -1.33 2.47 -0.81
O 10.654 1.480 9.262 1.47 1.24 -0.76
C 9.965 0.503 10.069 0.47 -0.93 -2.35
H 13.471 3.181 6.680 -0.01 0.35 0.39
H 14.051 1.637 7.103 -0.25 -0.43 0.29
H 14.195 2.887 8.314 -0.50 0.17 0.25
H 9.684 -0.201 9.286 -0.25 -0.78 0.50
H 9.015 0.922 10.402 0.62 0.37 0.47
H 10.623 -0.011 10.769 -0.24 0.41 0.26
```
Positions in Å, forces in eV/Å.

Values from the calculation:
HOMO = -0.3926 Ha
Kohn-Sham gap = 0.391 hartree
total charge = 0
SMILES = O=C1OC[C@@H](F)O1.O=C1OC[C@@H](F)O1.O=C1OC[C@@H](F)O1.O=C1OC[C@@H](F)O1.O=C1OC[C@@H](F)O1.O=C1OC[C@@H](F)O1.O=C1OC[C@@H](F)O1.O=C1OC[C@@H](F)O1.COC(=O)OC.COC(=O)OC

=====

Entry 2:
Computed, not measured: the molecule C7H4O at a distorted geometry, with ωB97M-V/def2-TZVPD.

Geometry as XYZ:
```
12
Properties=species:S:1:pos:R:3:forces:R:3
C -1.448 -3.646 0.654 0.90 4.91 1.95
C -1.231 -2.347 0.869 -1.88 -9.64 -1.76
C -0.777 -1.093 0.640 3.43 3.71 -1.34
C 0.010 -0.166 0.328 -0.90 -3.72 1.28
C 1.082 0.867 0.160 -4.00 2.18 -1.50
O 2.099 0.843 -0.767 1.12 -1.54 -4.30
C 0.057 2.054 -0.095 1.74 0.40 -1.31
C -0.481 2.966 -0.706 -2.88 0.88 0.53
H -1.596 -4.855 0.719 0.39 4.01 -0.19
H 1.637 1.107 1.022 0.14 -0.18 1.58
H 2.036 0.584 -1.828 -0.95 0.92 4.46
H -1.386 3.686 -0.997 2.89 -1.93 0.62
```
Positions in Å, forces in eV/Å.

Values from the calculation:
HOMO = -0.3284 Ha
Kohn-Sham gap = 0.329 hartree
total charge = 0
SMILES = C#CC#C[C@@H](O)C#C

=====

Entry 3:
Computed, not measured: a structure of composition C29H41N5O3PScSi2Te, with ωB97M-V/def2-TZVPD.

Geometry as XYZ:
```
83
Properties=species:S:1:pos:R:3:forces:R:3
Sc 0.348 -0.041 -0.186 -0.05 -0.54 -0.64
C 4.544 -1.503 -1.060 0.13 0.02 -0.02
C 5.346 -0.372 -1.194 0.03 -0.01 0.00
C 4.764 0.867 -1.085 0.05 0.10 -0.01
C 3.385 0.990 -0.859 -0.09 -0.04 -0.03
N 2.614 -0.109 -0.738 -0.29 0.11 0.04
C 3.206 -1.316 -0.832 -0.15 0.07 0.04
N 2.924 2.287 -0.745 0.26 -0.21 0.08
C 1.710 2.672 -0.867 -0.24 0.03 -0.13
N 0.555 1.950 -1.135 0.07 -0.10 0.10
C -0.476 2.854 -1.269 0.24 -0.11 0.06
N -1.734 2.676 -1.457 -0.35 -0.16 0.08
C -2.379 1.459 -1.454 0.12 0.05 -0.12
C -3.765 1.517 -1.681 -0.12 0.06 -0.08
C -4.521 0.372 -1.702 -0.03 0.04 0.01
C -3.888 -0.853 -1.500 -0.10 0.00 -0.05
C -2.537 -0.841 -1.271 0.12 0.10 -0.03
N -1.780 0.276 -1.233 0.25 -0.19 0.34
C 0.041 4.230 -1.087 -0.04 -0.09 -0.02
C -0.597 5.454 -1.110 -0.08 0.10 -0.03
C 0.169 6.575 -0.807 0.01 -0.02 0.01
C 1.523 6.457 -0.488 -0.01 -0.02 0.00
C 2.152 5.216 -0.477 0.08 0.08 0.01
C 1.379 4.115 -0.785 0.03 -0.13 -0.02
H 4.945 -2.505 -1.117 0.00 0.04 -0.01
H 6.410 -0.467 -1.371 -0.03 0.02 0.01
H 5.332 1.783 -1.164 0.01 -0.05 0.00
H 2.554 -2.165 -0.706 0.00 0.04 0.04
H -4.196 2.495 -1.841 -0.01 -0.01 0.00
H -5.589 0.420 -1.872 0.02 0.02 -0.01
H -4.427 -1.791 -1.519 0.03 0.05 0.00
H -2.014 -1.770 -1.111 -0.03 0.10 0.04
H -1.649 5.528 -1.356 0.05 -0.01 0.02
H -0.292 7.555 -0.813 0.01 0.00 0.01
H 2.091 7.346 -0.244 -0.02 -0.01 -0.02
H 3.201 5.108 -0.233 -0.03 0.00 -0.01
C 2.210 -4.615 0.996 0.10 -0.12 -0.14
Si 1.042 -3.201 1.404 -0.02 0.11 0.12
C -0.330 -3.939 2.442 -0.16 -0.11 0.15
C 2.033 -2.089 2.545 0.02 0.14 0.04
C 0.252 -2.340 -0.051 0.12 0.24 -0.08
Si 0.260 -3.100 -1.737 0.00 0.12 -0.18
C 1.678 -4.228 -2.234 0.15 -0.07 0.04
C 0.321 -1.731 -3.051 0.09 0.09 -0.04
C -1.274 -4.136 -2.052 -0.19 -0.14 -0.01
H 2.633 -4.975 1.940 -0.02 0.01 -0.08
H 3.046 -4.322 0.353 -0.05 -0.05 0.06
H 1.697 -5.455 0.519 0.05 0.05 0.02
H 0.074 -4.458 3.319 -0.06 0.04 -0.07
H -0.923 -4.656 1.863 0.03 0.05 0.06
H -1.003 -3.152 2.801 0.08 -0.10 -0.02
H 2.601 -2.702 3.251 -0.03 0.01 -0.02
H 1.383 -1.425 3.122 0.09 -0.05 -0.03
H 2.741 -1.455 2.005 0.00 -0.01 0.05
H -0.805 -2.364 0.258 -0.05 0.00 0.06
H 2.672 -3.806 -2.064 -0.09 -0.07 -0.05
H 1.581 -4.409 -3.311 0.01 0.01 0.07
H 1.631 -5.194 -1.728 0.03 0.02 -0.03
H 1.363 -1.452 -3.253 -0.11 -0.01 0.01
H -0.212 -0.818 -2.764 0.02 -0.02 -0.14
H -0.117 -2.061 -3.998 0.05 0.01 0.04
H -1.302 -4.985 -1.359 -0.01 0.07 -0.07
H -1.249 -4.534 -3.071 -0.04 0.00 0.07
H -2.212 -3.583 -1.934 0.08 -0.13 -0.05
C -3.136 -1.194 2.929 -0.04 -0.04 -0.02
C -2.846 0.060 2.142 -0.03 -0.19 -0.27
O -1.470 0.061 1.693 0.19 0.15 0.30
P -0.396 1.091 2.384 -0.12 0.31 -0.04
O 0.837 0.600 1.603 0.00 0.29 0.38
Te -0.406 1.193 4.687 0.00 -0.06 -0.02
O -0.774 2.456 1.632 -0.12 0.17 0.28
C -1.268 3.695 2.193 0.04 -0.10 -0.25
C -2.667 3.966 1.691 -0.03 -0.04 -0.09
H -4.176 -1.176 3.263 0.04 -0.04 -0.01
H -2.489 -1.250 3.804 0.00 0.00 0.00
H -2.980 -2.083 2.314 -0.02 0.06 0.03
H -3.038 0.951 2.738 0.08 0.08 0.08
H -3.459 0.110 1.243 -0.02 0.06 -0.08
H -0.579 4.471 1.862 0.06 0.00 -0.05
H -1.236 3.648 3.276 0.06 -0.13 0.22
H -2.695 3.947 0.597 0.01 0.01 0.12
H -2.990 4.950 2.039 -0.01 -0.04 -0.02
H -3.369 3.220 2.071 0.02 0.04 -0.01
```
Positions in Å, forces in eV/Å.

Values from the calculation:
HOMO = -0.2835 Ha
Kohn-Sham gap = 0.252 hartree
total charge = 0

=====

Entry 4:
Computed, not measured: a structure of composition C20H55CrFN5O5 at a distorted geometry, with ωB97M-V/def2-TZVPD.

Geometry as XYZ:
```
87
Properties=species:S:1:pos:R:3:forces:R:3
Cr 0.503 0.722 -0.948 0.99 -1.33 2.19
F 0.035 -0.306 0.850 0.27 1.31 -2.57
C -4.657 0.271 1.762 0.72 0.98 -1.04
C -3.170 0.266 2.237 -2.09 0.81 0.92
C -2.782 1.673 2.651 1.59 -0.26 0.72
O -1.526 1.668 3.437 -0.98 0.93 -0.82
C -1.336 2.899 4.185 -0.38 -0.86 -1.18
N -3.210 -0.605 3.382 0.56 -1.40 0.39
H -4.884 0.978 0.964 0.14 0.08 -0.42
H -5.306 0.597 2.575 0.01 -0.46 0.17
H -4.877 -0.726 1.383 -0.34 0.03 0.22
H -2.513 -0.132 1.464 0.24 0.03 0.21
H -3.525 2.183 3.264 -0.40 -0.28 0.03
H -2.694 2.229 1.718 0.39 0.53 -0.08
H -1.911 3.701 3.721 -0.15 0.18 0.09
H -0.289 3.184 4.086 0.06 -0.15 0.42
H -1.661 2.770 5.218 0.20 0.03 0.05
H -3.762 -1.380 3.043 0.43 -0.88 0.09
H -3.836 -0.290 4.109 0.12 0.89 0.22
C 0.096 4.805 1.242 -0.17 -0.33 0.43
C -0.129 3.865 0.057 -1.16 2.59 -2.03
C 0.297 4.477 -1.284 1.60 -0.49 0.44
O 1.762 4.567 -1.265 -1.74 0.46 0.75
C 2.310 5.088 -2.455 0.00 -1.27 -0.12
N 0.525 2.618 0.273 0.29 -1.00 0.37
H 0.733 5.677 1.094 0.12 -0.26 -0.29
H 0.549 4.129 1.968 0.15 0.68 0.64
H -0.845 5.151 1.670 0.02 0.00 -0.05
H -1.202 3.709 -0.057 -0.11 -0.29 0.11
H -0.208 5.428 -1.451 0.24 0.22 0.05
H 0.071 3.811 -2.116 -0.34 -0.16 -0.11
H 3.178 4.449 -2.616 0.51 0.56 -0.19
H 2.552 6.150 -2.414 -0.07 -0.06 0.01
H 1.640 4.831 -3.275 -0.12 0.48 -0.31
H 1.480 2.905 0.438 0.78 -0.23 -0.48
H 0.250 2.470 1.233 -0.36 -1.58 0.39
C 2.336 -3.050 -2.128 -0.46 -0.28 -0.60
C 1.627 -1.992 -3.042 -0.92 -3.80 -0.27
C 0.577 -2.709 -4.015 3.21 -0.36 -0.07
O 0.025 -1.732 -4.825 -1.21 0.27 1.04
C -1.163 -2.224 -5.426 -0.26 1.76 -1.28
N 0.718 -1.222 -2.210 -1.25 2.18 0.42
H 1.594 -3.550 -1.505 -0.17 0.61 0.57
H 3.162 -2.658 -1.535 -0.27 0.17 0.09
H 2.705 -3.954 -2.612 0.39 0.43 -0.85
H 2.342 -1.534 -3.727 -0.18 0.96 0.57
H -0.149 -3.269 -3.426 -0.16 -0.06 0.05
H 1.107 -3.344 -4.726 0.19 -0.85 0.44
H -1.683 -1.292 -5.647 -0.41 -0.21 -0.37
H -1.850 -2.826 -4.832 0.53 -0.24 0.37
H -0.894 -2.687 -6.376 -0.24 -0.41 0.08
H -0.047 -1.069 -2.852 -0.25 1.29 -0.86
H 0.142 -1.856 -1.673 0.79 -0.79 1.18
C -1.662 -5.887 4.613 1.80 -0.61 -0.52
C -1.134 -4.572 3.911 -2.74 -1.07 -0.39
C -1.594 -4.534 2.426 -0.46 0.94 -0.81
O -1.406 -3.222 1.798 0.69 -0.13 -0.41
C -1.474 -3.046 0.369 -0.52 -0.96 0.65
N -1.772 -3.511 4.688 1.40 0.78 0.56
H -0.954 -6.150 5.399 0.68 -0.13 -0.20
H -1.649 -6.713 3.902 -0.39 -0.32 0.22
H -2.531 -5.863 5.272 -0.76 0.54 -1.05
H -0.045 -4.588 3.958 -0.08 0.57 0.15
H -2.667 -4.710 2.348 -0.34 -0.19 0.44
H -1.163 -5.336 1.826 0.56 -0.02 0.05
H -2.077 -3.795 -0.145 -0.66 -0.25 0.34
H -0.552 -3.143 -0.203 0.87 0.10 0.65
H -1.888 -2.066 0.132 0.03 0.05 0.42
H -1.581 -3.860 5.616 0.12 0.72 0.67
H -2.781 -3.555 4.678 -0.20 -0.16 -0.73
C 5.061 1.191 -0.468 0.24 -0.79 -0.98
C 3.616 1.559 -0.866 0.12 0.04 -0.96
C 3.250 1.431 -2.416 0.33 -0.35 1.90
O 1.791 1.592 -2.553 1.49 0.48 -0.59
C 1.417 1.666 -3.942 -1.06 -0.29 0.08
N 2.691 0.594 -0.248 0.76 -0.09 1.24
H 5.213 0.199 -0.892 0.29 -0.25 -0.08
H 5.266 1.056 0.594 -0.67 0.32 0.20
H 5.903 1.784 -0.828 -0.42 0.42 -0.30
H 3.428 2.588 -0.560 -0.47 -0.03 0.02
H 3.516 0.430 -2.756 -0.11 -0.25 0.05
H 3.866 2.107 -3.009 -0.64 0.50 -0.16
H 1.392 0.693 -4.433 0.46 -0.25 0.16
H 2.009 2.357 -4.542 0.14 0.10 0.38
H 0.370 1.969 -3.944 0.05 0.35 -0.05
H 3.248 -0.229 -0.071 0.08 -1.26 -1.41
H 2.684 0.697 0.757 -0.93 1.35 0.77
```
Positions in Å, forces in eV/Å.

Values from the calculation:
HOMO (spin up / spin down) = -0.3663 / -0.3663 Ha
Kohn-Sham gap (spin up / spin down) = 0.282 / 0.262 hartree
total charge = +1
2S+1 = 5

=====

> Which value of total charge does entry 2 give?

0